1.
12
Properties=species:S:1:pos:R:3:mulliken_charge:R:1 method="wB97M-V/def2-TZVPD" e_above_lowest_kcal_mol=93.5 homo_energy_ev=-7.24 lumo_ev=0.7
N 0.08 -0.70 0.80 -0.03
C -0.92 -0.71 -0.35 -0.79
C -1.03 0.78 -0.50 -0.17
O 0.38 1.18 -0.41 -0.34
C 1.03 0.10 0.02 0.42
N 2.22 -0.29 -0.12 -0.64
H 0.49 -1.61 0.99 0.31
H -0.17 -0.24 1.70 0.27
H -1.81 -1.28 -0.10 0.22
H -1.41 1.09 -1.48 0.27
H -1.54 1.38 0.28 0.21
H 2.69 0.28 -0.83 0.27


2.
101
Properties=species:S:1:pos:R:3:mulliken_charge:R:1 method="wB97M-V/def2-TZVPD" charge=+1 e_above_lowest_kcal_mol=18.0 homo_energy_ev=-10.19 lumo_ev=-3.0
Sc 0.89 -1.30 -0.27 0.07
C 2.39 -3.62 -5.89 -1.19
C 1.72 -2.25 -5.81 -0.39
N 2.20 -1.46 -4.68 -0.05
C 1.71 -1.57 -3.43 0.24
S 2.57 -0.71 -2.19 -0.66
N 0.62 -2.31 -3.28 -1.28
N 0.18 -2.47 -2.01 1.09
C -0.79 -3.31 -1.84 0.68
C -1.43 -4.06 -2.97 -1.93
C -1.18 -3.59 -0.45 0.80
C -1.93 -4.70 -0.12 -1.00
C -2.17 -4.99 1.22 -0.52
C -1.64 -4.16 2.19 -1.24
C -0.92 -3.05 1.78 -0.34
N -0.71 -2.75 0.50 0.61
H 1.95 -4.21 -6.70 0.36
H 2.26 -4.16 -4.95 0.29
H 3.46 -3.52 -6.09 0.33
H 0.65 -2.37 -5.70 0.20
H 1.91 -1.68 -6.72 0.49
H 3.10 -1.02 -4.76 0.26
H -1.12 -3.63 -3.91 0.31
H -2.52 -4.02 -2.88 0.43
H -1.12 -5.11 -2.95 0.38
H -2.31 -5.35 -0.90 0.49
H -2.74 -5.87 1.49 0.44
H -1.80 -4.34 3.24 0.51
H -0.49 -2.38 2.51 0.75
C -4.06 1.44 5.31 -1.27
Sb -3.20 0.13 3.82 0.69
C -4.28 0.98 2.14 -1.20
C -1.23 0.98 3.36 -0.52
C -0.98 2.46 3.20 0.94
C -1.98 3.40 3.44 -0.32
C -1.77 4.76 3.32 -1.22
C -0.52 5.22 2.93 -0.72
C 0.49 4.31 2.72 -0.82
C 0.30 2.93 2.85 1.01
C 1.51 2.06 2.68 -1.55
Sb 2.03 1.36 0.68 0.50
C 2.57 3.25 -0.18 -1.42
C 4.02 0.82 1.26 -1.36
H -4.75 2.14 4.85 0.38
H -3.30 1.98 5.87 0.38
H -4.61 0.81 6.01 0.35
H -4.21 2.06 2.15 0.33
H -5.33 0.68 2.23 0.50
H -3.88 0.58 1.21 0.21
H -0.95 0.45 2.44 -0.37
H -0.58 0.57 4.13 0.50
H -2.96 3.05 3.72 0.24
H -2.58 5.46 3.52 0.44
H -0.34 6.28 2.81 0.43
H 1.48 4.67 2.44 0.36
H 1.48 1.16 3.30 0.40
H 2.39 2.64 2.96 0.74
H 3.24 3.78 0.50 0.44
H 1.69 3.87 -0.38 0.42
H 3.09 3.06 -1.12 0.44
H 4.50 1.68 1.73 0.47
H 4.59 0.53 0.37 0.41
H 3.98 -0.01 1.95 0.35
C -3.47 5.23 -4.20 -1.57
C -2.62 4.12 -3.66 0.73
C -2.63 3.80 -2.31 -1.18
C -1.87 2.77 -1.80 0.47
C -1.84 2.55 -0.32 -0.23
C -1.10 1.97 -2.69 0.06
C -0.51 0.72 -2.31 0.47
O -0.39 0.24 -1.17 0.46
C -1.03 2.34 -4.06 0.87
C -0.11 1.64 -5.03 -1.47
C -1.78 3.41 -4.51 -0.97
H -4.09 5.68 -3.42 0.34
H -4.13 4.86 -4.99 0.37
H -2.85 6.01 -4.64 0.35
H -3.26 4.37 -1.63 0.38
H -2.60 3.16 0.17 0.41
H -0.87 2.86 0.08 -0.21
H -1.98 1.51 -0.04 -0.28
H -0.16 0.12 -3.14 -0.04
H 0.92 1.69 -4.67 0.34
H -0.16 2.12 -6.00 0.39
H -0.36 0.59 -5.15 0.26
H -1.72 3.70 -5.55 0.40
O 1.83 -1.97 4.29 -0.23
C 2.78 -2.85 3.88 0.89
C 3.54 -3.56 4.80 -1.02
C 4.48 -4.48 4.38 -0.56
C 4.69 -4.70 3.03 -0.83
C 3.95 -4.00 2.11 -0.50
C 3.00 -3.06 2.51 -0.03
C 2.23 -2.37 1.46 1.12
O 1.51 -1.34 1.70 0.08
O 2.25 -2.79 0.26 -0.65
H 1.79 -1.99 5.25 0.28
H 3.37 -3.38 5.86 0.39
H 5.05 -5.03 5.12 0.41
H 5.43 -5.42 2.70 0.44
H 4.10 -4.15 1.04 0.49


3.
77
Properties=species:S:1:pos:R:3:mulliken_charge:R:1 method="wB97M-V/def2-TZVPD" charge=+1 homo_energy_ev=-12.64 lumo_ev=-4.6
C -2.86 1.98 -5.88 -1.20
C -1.71 2.51 -5.05 -0.15
O -0.66 1.49 -5.02 -0.33
B 0.10 1.40 -3.94 0.48
O 1.44 1.41 -3.92 -0.11
S -0.66 1.19 -2.18 -0.16
C -0.89 -0.66 -2.04 0.87
F 0.21 -1.28 -2.47 -0.22
F -1.12 -0.99 -0.79 -0.08
F -1.89 -0.94 -2.84 -0.21
H -3.63 2.73 -5.99 0.39
H -2.46 1.67 -6.83 0.32
H -3.24 1.09 -5.39 0.29
H -2.06 2.79 -4.06 0.30
H -1.31 3.39 -5.54 0.32
H 1.79 2.23 -4.29 0.29
H 0.32 1.41 -1.27 0.26
O 3.01 -6.15 -0.55 -0.63
S 3.14 -5.23 0.54 1.16
O 2.62 -5.55 1.83 -0.61
O 2.52 -3.83 0.08 -0.18
C 1.19 -3.84 -0.45 -0.03
C 0.14 -3.97 0.64 -0.86
C 4.81 -4.71 0.69 -0.92
H 1.08 -4.64 -1.19 0.38
H 1.07 -2.90 -0.97 -0.17
H 0.19 -4.94 1.13 0.43
H -0.86 -3.84 0.22 0.20
H 0.30 -3.21 1.41 0.23
H 5.18 -4.42 -0.29 0.31
H 5.38 -5.55 1.08 0.38
H 4.85 -3.87 1.39 0.31
O -4.75 -0.26 -1.65 -0.67
S -5.01 -1.66 -1.52 1.23
O -5.51 -2.42 -2.62 -0.63
O -5.91 -1.91 -0.25 -0.26
C -7.17 -1.19 -0.16 -0.33
C -8.25 -1.79 -1.04 -1.00
C -3.57 -2.45 -0.92 -1.12
H -7.01 -0.14 -0.38 0.31
H -7.47 -1.27 0.89 0.28
H -8.01 -1.65 -2.10 0.30
H -9.20 -1.31 -0.84 0.39
H -8.34 -2.86 -0.86 0.27
H -3.21 -1.90 -0.06 0.35
H -2.85 -2.45 -1.71 0.34
H -3.80 -3.48 -0.64 0.48
O 2.99 2.96 -1.24 -0.71
S 3.50 1.71 -0.76 1.20
O 2.77 0.96 0.22 -0.51
O 5.00 1.87 -0.31 -0.25
C 5.32 2.91 0.66 -0.39
C 4.96 2.50 2.08 -0.80
C 3.81 0.65 -2.13 -0.73
H 4.84 3.84 0.38 0.33
H 6.39 3.05 0.58 0.27
H 3.88 2.43 2.21 0.17
H 5.34 3.24 2.78 0.41
H 5.39 1.53 2.32 0.27
H 4.38 1.19 -2.88 0.33
H 2.84 0.36 -2.53 0.09
H 4.35 -0.23 -1.79 0.37
O 1.38 1.21 6.01 -0.66
S 1.05 1.86 4.79 1.21
O 2.06 2.51 4.02 -0.56
O -0.14 2.87 5.05 -0.29
C 0.01 3.84 6.11 -0.39
C 0.91 4.99 5.72 -0.96
C 0.17 0.74 3.75 -1.01
H 0.37 3.34 7.01 0.35
H -0.99 4.21 6.32 0.27
H 1.94 4.66 5.58 0.28
H 0.90 5.76 6.49 0.39
H 0.59 5.43 4.77 0.26
H -0.62 0.28 4.32 0.38
H 0.88 0.00 3.40 0.40
H -0.23 1.30 2.90 0.30


4.
41
Properties=species:S:1:pos:R:3:mulliken_charge:R:1 method="wB97M-V/def2-TZVPD" charge=+2 spin_multiplicity=6 s_squared=8.77 homo_energy_ev="-15.43 / -16.18" lumo_ev="-7.2 / -8.9"
C -0.97 0.10 -3.96 -0.95
I -2.14 0.12 -2.07 0.09
H 0.12 0.09 -3.77 0.38
H -1.26 0.93 -4.64 0.38
H -1.26 -0.83 -4.45 0.36
Fe 0.27 -0.09 -1.32 0.12
P 0.20 2.16 -0.49 1.09
C -1.45 2.79 -0.16 -1.22
C 1.23 2.73 0.88 -1.02
H 1.37 3.82 0.81 0.46
H 0.86 3.98 -1.89 0.45
H 2.20 2.22 0.86 0.32
H 1.83 2.50 -2.23 0.38
H -1.78 2.33 0.77 0.32
H 0.72 2.50 1.83 0.28
C 0.82 2.90 -2.03 -1.10
H -1.43 3.88 -0.07 0.43
H 0.16 2.65 -2.88 0.29
H -2.13 2.49 -0.97 0.37
P 0.21 -2.20 -0.17 0.97
C -1.38 -2.87 0.31 -1.14
C 0.81 -3.14 -1.62 -1.13
H 2.28 -2.15 1.06 0.32
H 1.47 -3.75 1.21 0.46
H 0.89 -2.34 2.16 0.29
C 1.32 -2.66 1.20 -1.07
H 1.80 -2.74 -1.91 0.39
H 0.90 -4.20 -1.33 0.43
H -1.29 -3.94 0.58 0.42
H -2.12 -2.74 -0.49 0.37
H 0.11 -3.03 -2.45 0.33
H -1.71 -2.30 1.20 0.28
Cl 2.49 -0.13 -1.10 -0.36
N 0.74 -0.09 3.50 -0.37
C -0.57 0.15 3.14 0.52
N -1.37 0.38 4.24 -0.56
O -0.97 0.17 1.97 -0.59
H 1.06 0.24 4.41 0.24
H 1.41 -0.05 2.74 0.22
H -2.35 0.27 4.02 0.30
H -1.08 -0.16 5.06 0.24


5.
66
Properties=species:S:1:pos:R:3:mulliken_charge:R:1 method="wB97M-V/def2-TZVPD" smiles="COC(=O)OC.COC(=O)OC.CO.CO.CO.CO.CO.CO.CO" e_above_lowest_kcal_mol=0.1 homo_energy_ev=-9.87 lumo_ev=0.7
C -8.09 -4.03 15.25 -0.78
O -7.25 -2.86 15.41 -0.14
C -7.24 -2.05 14.37 0.77
O -7.81 -2.28 13.32 -0.65
O -6.34 -1.11 14.58 -0.23
C -5.85 -0.28 13.48 -0.63
H -7.99 -4.66 16.15 0.17
H -7.76 -4.55 14.39 0.32
H -9.17 -3.76 15.12 0.34
H -6.48 0.59 13.26 0.29
H -5.80 -0.99 12.63 0.24
H -4.85 -0.05 13.76 0.25
C -7.73 -0.99 19.12 -0.63
O -7.05 -2.26 19.45 -0.36
C -5.68 -2.24 19.54 0.96
O -5.06 -3.09 20.08 -0.69
O -5.21 -1.11 19.12 -0.32
C -3.74 -0.98 18.90 -0.62
H -8.74 -1.22 18.82 0.26
H -7.36 -0.45 18.18 0.21
H -7.74 -0.48 20.06 0.35
H -3.49 0.08 19.09 0.25
H -3.52 -1.34 17.89 0.16
H -3.22 -1.59 19.60 0.38
C -1.44 -6.03 13.89 -0.73
O -2.80 -5.73 13.47 -0.39
H -0.85 -5.14 13.56 0.27
H -1.38 -6.06 15.02 0.26
H -0.99 -6.93 13.47 0.25
H -3.43 -6.32 13.91 0.46
C -4.69 -6.48 20.25 -0.59
O -3.98 -5.42 19.64 -0.52
H -5.60 -6.71 19.72 0.23
H -4.03 -7.38 20.20 0.22
H -4.98 -6.23 21.28 0.32
H -4.09 -4.60 20.13 0.44
C -5.12 -3.93 12.07 -0.59
O -4.34 -3.27 13.05 -0.37
H -5.24 -5.00 12.35 0.20
H -6.15 -3.56 12.19 0.23
H -4.80 -3.88 11.00 0.26
H -3.83 -3.86 13.52 0.13
C -5.38 -7.80 15.54 -0.83
O -4.37 -6.83 15.41 -0.44
H -5.31 -8.35 14.58 0.34
H -5.24 -8.47 16.39 0.27
H -6.37 -7.33 15.58 0.24
H -4.59 -6.17 16.12 0.33
C -1.43 -2.05 14.12 -0.64
O -2.65 -1.38 14.52 -0.53
H -0.56 -1.48 14.37 0.39
H -1.38 -3.12 14.48 0.09
H -1.47 -2.16 13.10 0.33
H -3.31 -1.81 13.96 0.39
C -2.78 -10.13 14.45 -0.48
O -2.27 -9.07 13.70 -0.42
H -1.98 -10.69 14.94 0.27
H -3.38 -9.61 15.19 0.07
H -3.37 -10.88 13.92 0.29
H -2.32 -9.27 12.77 0.28
C -4.62 -3.92 16.60 0.05
O -5.30 -5.03 17.21 -0.67
H -4.42 -4.17 15.53 -0.27
H -5.24 -3.02 16.67 0.04
H -3.68 -3.82 17.07 0.61
H -4.97 -5.23 18.11 0.31


6.
8
Properties=species:S:1:pos:R:3:mulliken_charge:R:1 method="wB97M-V/def2-TZVPD" e_above_lowest_kcal_mol=89.9 homo_energy_ev=-9.83 lumo_ev=0.7
C 0.69 0.09 0.71 -0.50
O 0.19 0.72 -0.45 -0.49
C -1.20 -0.13 -1.21 0.09
O -2.03 -0.58 -0.54 -0.27
H 0.10 -0.80 0.96 0.25
H 0.62 0.78 1.56 0.20
H 1.74 -0.19 0.58 0.22
H -0.12 0.11 -1.61 0.49


7.
146
Properties=species:S:1:pos:R:3:mulliken_charge:R:1 method="wB97M-V/def2-TZVPD" charge=+1 spin_multiplicity=2 s_squared=0.77 e_above_lowest_kcal_mol=0.0 homo_energy_ev="-10.49 / -10.57" lumo_ev="-1.3 / -1.3"
O 0.68 -0.29 -1.58 0.45
V 0.68 -0.17 -0.03 1.66
C 3.63 -1.17 0.11 -0.14
O 3.30 -1.29 -1.26 -0.12
O 2.47 -0.80 0.70 -0.31
C 4.25 -2.44 0.68 0.47
F 5.34 -2.81 -0.03 -0.30
F 4.68 -2.17 1.94 -0.26
F 3.46 -3.50 0.80 -0.07
C 4.24 -1.65 -2.30 -0.76
C 3.45 -1.50 -3.60 -0.63
H 3.64 -0.50 -4.00 0.22
H 3.83 -2.20 -4.34 0.40
H 2.38 -1.57 -3.42 -0.20
H 4.57 -2.67 -2.14 0.58
H 5.08 -0.95 -2.27 0.29
H 4.33 -0.34 0.34 -0.47
C -2.56 -4.11 -3.73 -0.97
C -1.50 -3.50 -4.61 0.33
C -2.01 -2.78 -5.87 -0.71
O -1.18 -1.61 -5.94 -0.41
C -0.60 -1.39 -4.74 0.01
O 0.06 -0.47 -4.46 -0.40
O -1.00 -2.35 -3.87 0.61
H -2.91 -5.04 -4.19 0.50
H -3.39 -3.44 -3.50 0.24
H -2.12 -4.43 -2.78 -0.13
H -0.70 -4.21 -4.85 0.35
H -3.05 -2.50 -5.68 0.31
H -1.91 -3.31 -6.81 0.34
O 1.37 1.80 -0.17 0.49
P 2.36 2.89 -0.32 -2.06
N 2.85 3.00 -1.89 0.70
C 3.36 1.74 -2.47 -0.29
C 3.44 4.21 -2.44 -1.24
N 3.66 2.72 0.65 0.65
C 3.37 2.39 2.04 -0.64
C 5.06 2.62 0.22 -0.92
N 1.78 4.36 0.09 1.22
C 2.66 5.38 0.64 -1.21
C 0.50 4.83 -0.40 -1.02
H 3.93 1.16 -1.75 0.01
H 4.01 2.00 -3.31 0.47
H 2.54 1.13 -2.84 -0.37
H 3.23 4.25 -3.51 0.32
H 4.53 4.25 -2.33 0.38
H 3.01 5.11 -2.00 0.40
H 4.24 2.59 2.67 0.64
H 2.61 3.06 2.44 -0.02
H 3.11 1.33 2.14 -0.28
H 5.36 3.49 -0.37 0.25
H 5.73 2.64 1.08 0.39
H 5.22 1.72 -0.37 0.24
H 3.61 5.40 0.10 0.39
H 2.18 6.35 0.54 0.46
H 2.88 5.23 1.70 0.21
H 0.54 5.10 -1.46 0.27
H 0.07 5.63 0.21 0.40
H -0.25 4.02 -0.35 -0.03
O -0.43 -1.94 0.30 0.64
P -0.70 -3.38 0.53 -1.30
N 0.40 -4.32 -0.24 0.93
C 0.62 -5.74 0.08 -1.32
C 1.04 -3.85 -1.47 -0.95
N -2.21 -3.78 0.10 1.22
C -3.18 -2.74 -0.21 -0.96
C -2.68 -5.15 0.04 -1.42
N -0.59 -3.89 2.09 0.33
C -1.75 -3.95 2.96 -1.29
C 0.70 -3.65 2.77 -1.54
H 0.84 -6.25 -0.85 0.44
H -0.28 -6.13 0.55 0.30
H 1.42 -5.84 0.81 0.27
H 0.87 -2.79 -1.63 -0.40
H 0.68 -4.44 -2.32 0.44
H 2.13 -3.94 -1.39 0.36
H -3.56 -2.82 -1.23 0.23
H -4.05 -2.91 0.44 0.45
H -2.86 -1.73 0.03 -0.23
H -3.73 -5.17 -0.21 0.45
H -2.19 -5.67 -0.80 0.26
H -2.39 -5.71 0.93 0.42
H -1.45 -4.27 3.95 0.50
H -2.19 -2.95 3.11 0.27
H -2.58 -4.52 2.56 0.37
H 1.45 -4.29 2.33 0.16
H 0.60 -3.91 3.82 0.50
H 1.03 -2.62 2.65 0.46
O 0.01 0.56 1.92 1.29
P -0.15 0.82 3.37 -1.88
N 0.74 -0.05 4.44 0.40
C 2.21 -0.05 4.30 -0.85
C 0.18 -1.25 5.05 -1.27
N -1.72 0.55 3.76 0.89
C -2.30 1.13 4.95 -1.30
C -2.48 -0.56 3.18 -1.52
N 0.19 2.37 3.74 0.68
C 0.48 2.85 5.08 -1.15
C -0.16 3.44 2.80 -0.85
H 2.57 0.95 4.07 0.26
H 2.52 -0.74 3.51 -0.03
H 2.64 -0.43 5.23 0.52
H -0.75 -1.02 5.57 0.30
H 0.83 -1.61 5.85 0.44
H 0.01 -2.04 4.31 0.35
H -2.53 2.20 4.84 0.22
H -3.27 0.72 5.21 0.44
H -1.63 1.07 5.82 0.43
H -2.53 -1.40 3.88 0.96
H -3.47 -0.24 2.84 0.45
H -1.95 -0.88 2.28 -0.05
H -0.45 3.08 5.61 0.30
H 1.07 2.13 5.64 0.36
H 1.04 3.79 5.05 0.31
H -0.16 3.10 1.77 -0.30
H 0.54 4.26 2.97 0.50
H -1.13 3.90 3.05 0.35
O -1.46 0.71 -0.46 1.18
P -2.50 1.52 -1.13 -1.88
N -3.18 2.68 -0.18 0.62
C -3.69 3.93 -0.72 -1.00
C -3.29 2.50 1.28 -0.98
N -3.77 0.60 -1.63 0.95
C -5.18 1.03 -1.55 -0.85
C -3.46 -0.48 -2.56 -0.48
N -1.96 2.34 -2.46 0.88
C -2.80 2.66 -3.60 -0.95
C -0.54 2.33 -2.80 0.04
H -4.52 3.76 -1.40 0.24
H -2.90 4.50 -1.23 0.24
H -3.99 4.59 0.09 0.43
H -2.53 1.80 1.62 -0.07
H -4.32 2.25 1.56 0.24
H -3.11 3.47 1.74 0.39
H -5.82 0.23 -1.90 0.31
H -5.43 1.35 -0.55 0.17
H -5.33 1.85 -2.26 0.27
H -3.13 -0.09 -3.53 -0.05
H -2.64 -1.07 -2.16 -0.35
H -4.32 -1.14 -2.62 0.64
H -2.50 3.60 -4.07 0.29
H -2.66 1.89 -4.38 0.26
H -3.86 2.59 -3.37 0.25
H 0.06 2.17 -1.92 -0.90
H -0.24 3.30 -3.22 0.53
H -0.32 1.55 -3.53 0.03


8.
49
Properties=species:S:1:pos:R:3:mulliken_charge:R:1 method="wB97M-V/def2-TZVPD" spin_multiplicity=2 s_squared=0.76 e_above_lowest_kcal_mol=17.2 homo_energy_ev="-7.55 / -8.69" lumo_ev="-0.9 / -0.9"
Ti 0.43 0.17 -0.32 -1.40
C -1.94 2.90 2.26 -1.08
C -1.79 2.34 3.52 -0.41
C -0.96 1.25 3.66 -1.25
C -0.32 0.71 2.54 1.37
N -0.53 1.23 1.31 1.11
C -1.30 2.31 1.20 -0.09
C 0.61 -0.41 2.58 0.71
C 1.11 -0.95 3.77 -0.82
C 1.99 -2.02 3.72 -0.81
C 2.35 -2.56 2.50 -0.96
C 1.87 -2.01 1.32 -0.01
C 1.01 -0.92 1.33 0.56
H -2.55 3.78 2.10 0.47
H -2.30 2.75 4.38 0.44
H -0.81 0.81 4.63 0.38
H -1.39 2.74 0.21 0.34
H 0.84 -0.54 4.73 0.36
H 2.39 -2.43 4.64 0.40
H 3.02 -3.41 2.47 0.47
H 2.18 -2.45 0.37 0.18
I 2.55 1.78 0.11 -0.22
C 4.32 -1.17 -1.02 -0.99
I 4.38 -3.09 -1.70 0.04
H 4.24 -1.02 0.05 0.47
H 4.72 -0.40 -1.65 0.46
N -1.13 -1.66 -0.16 -0.27
C -0.70 -2.61 -1.19 -0.77
C 0.68 -2.20 -1.80 0.79
O 1.25 -2.95 -2.55 -0.62
O 1.09 -1.04 -1.41 0.11
H -1.18 -2.12 0.74 0.37
H -2.04 -1.26 -0.38 0.24
H -1.40 -2.65 -2.03 0.32
H -0.59 -3.62 -0.79 0.40
F -0.14 2.81 -3.89 -0.27
C -0.11 2.13 -2.75 0.32
F 0.12 2.98 -1.75 -0.26
F 0.95 1.30 -2.79 -0.20
C -1.38 1.31 -2.41 0.96
O -1.19 0.73 -1.22 -0.22
C -2.66 2.21 -2.37 0.49
F -3.53 1.70 -1.50 -0.25
F -2.37 3.45 -1.95 -0.26
F -3.27 2.34 -3.54 -0.27
C -1.59 0.22 -3.50 0.40
F -1.75 0.69 -4.74 -0.27
F -2.65 -0.53 -3.20 -0.30
F -0.54 -0.60 -3.53 -0.21